{"formula": "C6H12N2O2", "method": "ωB97M-V/def2-TZVPD", "symbols": ["C", "C", "C", "C", "C", "C", "N", "N", "O", "O", "H", "H", "H", "H", "H", "H", "H", "H", "H", "H", "H", "H"], "coordinates": [[-0.26, -0.31, -1.59], [0.16, -1.57, -0.81], [0.59, 0.81, -0.81], [0.11, -1.15, 0.70], [-0.13, 2.16, -0.78], [-1.31, -1.20, 1.41], [0.77, 0.15, 0.49], [1.28, 0.73, 1.60], [1.07, 0.13, 2.65], [1.78, 1.87, 1.51], [-0.01, -0.22, -2.62], [-1.32, -0.23, -1.49], [-0.49, -2.40, -1.18], [1.18, -1.74, -1.10], [1.60, 0.93, -1.23], [0.80, -1.91, 1.32], [0.57, 2.98, -1.05], [-0.64, 2.46, 0.11], [-0.81, 2.12, -1.55], [-1.97, -0.76, 0.67], [-1.29, -0.70, 2.32], [-1.69, -2.16, 1.42]], "mulliken_spin": [0.014, 0.000, -0.006, -0.016, 0.018, 0.032, 0.190, 0.468, 0.565, 0.721, -0.001, 0.001, 0.001, 0.001, 0.003, 0.024, 0.001, 0.003, -0.008, -0.001, -0.010, 0.000], "spin_multiplicity": 3, "gap_ev": [7.18, 6.05], "s_squared": 2.01, "e_tot_ev": -13483.575, "largest_force_ha_per_bohr": 0.1000}


{"formula": "C32H40N3O2P", "method": "ωB97M-V/def2-TZVPD", "symbols": ["O", "C", "C", "C", "C", "C", "C", "C", "C", "C", "C", "C", "C", "N", "C", "C", "C", "C", "O", "C", "C", "C", "C", "C", "C", "H", "H", "H", "H", "H", "H", "H", "H", "H", "H", "H", "H", "H", "H", "H", "H", "H", "H", "H", "C", "C", "C", "C", "N", "C", "C", "N", "C", "C", "C", "C", "P", "H", "H", "H", "H", "H", "H", "H", "H", "H", "H", "H", "H", "H", "H", "H", "H", "H", "H", "H", "H", "H"], "coordinates": [[3.53, 0.24, 0.42], [3.22, 0.86, 1.42], [1.85, 1.12, 1.88], [0.73, 0.69, 1.26], [-0.63, 0.96, 1.72], [-1.03, 2.26, 2.07], [-2.27, 2.53, 2.58], [-3.20, 1.48, 2.73], [-2.83, 0.16, 2.36], [-1.57, -0.07, 1.85], [-3.79, -0.99, 2.49], [-4.97, -0.68, 3.44], [-5.54, 0.70, 3.15], [-4.49, 1.74, 3.21], [-4.95, 3.13, 3.39], [-3.83, 4.03, 3.90], [-2.61, 3.94, 2.97], [1.95, 1.84, 3.15], [1.04, 2.20, 3.88], [3.38, 2.07, 3.41], [3.99, 2.74, 4.44], [5.37, 2.83, 4.46], [6.12, 2.24, 3.45], [5.51, 1.57, 2.41], [4.13, 1.48, 2.39], [0.87, 0.09, 0.38], [-0.32, 3.06, 1.94], [-1.28, -1.07, 1.59], [-3.25, -1.88, 2.82], [-4.18, -1.23, 1.49], [-4.61, -0.72, 4.48], [-5.75, -1.45, 3.37], [-6.36, 0.97, 3.83], [-5.95, 0.74, 2.13], [-5.29, 3.47, 2.41], [-5.83, 3.14, 4.04], [-4.18, 5.06, 4.01], [-3.54, 3.70, 4.91], [-1.73, 4.40, 3.43], [-2.80, 4.52, 2.06], [3.39, 3.19, 5.21], [5.86, 3.35, 5.26], [7.20, 2.32, 3.48], [6.08, 1.12, 1.62], [-2.61, -2.43, -2.56], [-1.70, -2.26, -3.79], [-1.76, -3.51, -4.67], [-2.16, -1.04, -4.58], [-0.30, -2.05, -3.32], [0.36, -2.96, -2.47], [1.71, -2.84, -2.48], [2.20, -1.85, -3.35], [3.60, -1.81, -3.84], [4.55, -1.82, -2.64], [3.84, -0.53, -4.64], [3.86, -3.03, -4.73], [0.88, -1.25, -4.34], [-2.52, -1.57, -1.90], [-3.65, -2.51, -2.86], [-2.35, -3.32, -2.00], [-1.12, -3.39, -5.54], [-1.44, -4.39, -4.13], [-2.78, -3.68, -5.03], [-1.57, -0.92, -5.49], [-3.21, -1.14, -4.87], [-2.06, -0.13, -3.98], [-0.16, -3.68, -1.86], [2.36, -3.47, -1.89], [4.45, -2.74, -2.07], [5.59, -1.73, -2.95], [4.33, -0.99, -1.97], [3.21, -0.51, -5.54], [3.60, 0.35, -4.04], [4.88, -0.45, -4.95], [3.19, -3.03, -5.59], [4.88, -3.04, -5.10], [3.70, -3.96, -4.18], [0.80, -0.15, -3.48]], "lowdin_charge": [0.107, -0.314, -0.066, 0.094, -0.198, -0.001, -0.140, -0.095, -0.150, 0.012, -0.147, -0.166, -0.157, -0.081, -0.157, -0.165, -0.140, -0.301, 0.116, -0.091, 0.006, -0.062, -0.062, 0.007, -0.087, 0.129, 0.127, 0.121, 0.117, 0.118, 0.118, 0.112, 0.117, 0.123, 0.123, 0.117, 0.112, 0.119, 0.120, 0.121, 0.119, 0.105, 0.105, 0.119, -0.048, -0.641, -0.053, -0.082, -0.276, -0.170, -0.163, -0.270, -0.638, -0.041, -0.081, -0.053, 1.000, 0.084, 0.083, 0.069, 0.074, 0.077, 0.081, 0.050, 0.085, 0.083, 0.097, 0.101, 0.071, 0.084, 0.076, 0.049, 0.084, 0.085, 0.073, 0.080, 0.077, -0.048], "gap_ev": 5.60, "e_tot_ev": -51686.996, "largest_force_ha_per_bohr": 0.0307}


{"formula": "C21H53BaCuNO14P3", "method": "ωB97M-V/def2-TZVPD", "symbols": ["Cu", "Ba", "O", "H", "C", "O", "N", "C", "C", "H", "H", "H", "H", "H", "H", "H", "C", "C", "O", "P", "O", "O", "C", "C", "O", "C", "C", "H", "H", "H", "H", "H", "H", "H", "H", "H", "H", "H", "H", "H", "H", "H", "C", "C", "O", "P", "O", "O", "C", "C", "O", "C", "C", "H", "H", "H", "H", "H", "H", "H", "H", "H", "H", "H", "H", "H", "H", "H", "C", "C", "O", "P", "O", "O", "C", "C", "O", "C", "C", "H", "H", "H", "H", "H", "H", "H", "H", "H", "H", "H", "H", "H", "H", "H"], "coordinates": [[2.16, -1.09, -2.10], [0.01, -3.51, -0.53], [0.71, -1.05, -0.43], [0.44, -0.24, 0.06], [0.03, 2.92, 3.77], [0.41, 3.79, 4.50], [0.23, 1.61, 3.90], [-0.01, 0.66, 2.81], [1.01, 0.98, 5.00], [-0.68, 3.07, 2.94], [0.95, 0.54, 2.32], [-0.82, 0.85, 2.11], [-0.20, -0.33, 3.22], [0.64, 0.04, 5.42], [2.00, 0.64, 4.68], [1.33, 1.65, 5.80], [-0.28, 3.43, -0.24], [-0.24, 2.59, -1.57], [0.75, 3.17, -2.36], [2.27, 2.49, -2.28], [2.33, 1.08, -2.80], [3.13, 3.46, -3.21], [2.99, 4.86, -3.07], [4.12, 5.41, -3.92], [2.75, 2.78, -0.76], [3.59, 1.94, 0.00], [4.03, 2.81, 1.19], [0.71, 3.48, 0.21], [-0.64, 4.46, -0.25], [-0.95, 2.88, 0.42], [0.01, 1.59, -1.22], [-1.21, 2.54, -2.06], [1.99, 4.98, -3.48], [2.94, 5.12, -2.02], [4.19, 6.47, -3.64], [5.03, 4.89, -3.63], [4.05, 5.21, -4.99], [3.02, 1.08, 0.37], [4.40, 1.56, -0.61], [4.72, 3.60, 0.88], [3.23, 3.37, 1.67], [4.51, 2.22, 1.97], [-3.05, 0.05, -1.49], [-2.56, 0.15, -2.92], [-3.25, 1.16, -3.59], [-4.13, 0.83, -4.94], [-4.91, 2.00, -5.43], [-3.04, 0.20, -5.98], [-3.44, -0.53, -7.15], [-2.18, -1.26, -7.62], [-5.06, -0.40, -4.38], [-6.11, -0.20, -3.47], [-7.37, -0.08, -4.38], [-2.38, -0.54, -0.87], [-3.07, 1.02, -0.99], [-4.11, -0.20, -1.51], [-1.50, 0.40, -3.00], [-2.64, -0.82, -3.41], [-4.26, -1.22, -6.96], [-3.75, 0.17, -7.93], [-1.81, -1.82, -6.76], [-2.44, -1.98, -8.39], [-1.31, -0.67, -7.91], [-6.18, -1.08, -2.83], [-6.00, 0.69, -2.86], [-8.25, -0.07, -3.73], [-7.40, 0.82, -4.98], [-7.54, -0.91, -5.06], [1.99, -6.77, 4.34], [1.86, -5.59, 3.39], [1.09, -4.65, 4.13], [0.55, -3.26, 3.48], [0.07, -3.27, 2.07], [-0.54, -2.72, 4.54], [-0.30, -2.59, 5.92], [-0.66, -3.86, 6.79], [1.84, -2.26, 3.67], [2.61, -1.87, 2.52], [3.90, -1.24, 3.12], [2.57, -6.39, 5.19], [1.07, -7.14, 4.78], [2.50, -7.63, 3.89], [2.82, -5.18, 3.08], [1.39, -5.85, 2.45], [0.71, -2.23, 6.09], [-0.83, -1.69, 6.25], [-1.64, -4.28, 6.54], [0.12, -4.61, 6.72], [-0.62, -3.58, 7.84], [2.93, -2.71, 1.92], [2.03, -1.19, 1.89], [4.43, -1.91, 3.80], [4.62, -0.90, 2.38], [3.61, -0.32, 3.64]], "mulliken_spin": [0.576, 0.507, -0.025, 0.048, 0.000, 0.000, 0.000, 0.005, 0.000, 0.000, -0.008, -0.001, 0.001, 0.000, 0.000, 0.000, -0.002, 0.025, -0.001, -0.014, -0.028, -0.001, 0.000, 0.000, 0.001, -0.002, 0.003, 0.000, 0.000, 0.001, 0.001, 0.001, 0.000, 0.000, 0.000, 0.000, 0.000, 0.013, -0.004, 0.000, -0.001, 0.001, -0.013, -0.014, 0.004, 0.005, 0.000, 0.000, 0.001, -0.003, 0.001, -0.001, 0.000, 0.029, 0.001, 0.003, -0.015, 0.014, 0.000, 0.000, 0.003, 0.000, 0.000, 0.000, 0.000, 0.000, 0.000, 0.000, 0.003, -0.007, 0.004, 0.034, -0.110, -0.010, 0.000, 0.000, 0.004, -0.008, 0.004, 0.000, 0.000, 0.000, -0.003, 0.009, 0.001, 0.000, 0.000, 0.000, 0.000, -0.014, -0.023, 0.001, 0.003, 0.000], "spin_multiplicity": 2, "gap_ev": [4.58, 7.46], "s_squared": 0.75, "e_tot_ev": -125992.564, "largest_force_ha_per_bohr": 0.0677, "charge": 1}